Below is a cluster of 2 separate species, C19H29FN3O6PS2 in total at a distorted geometry, with properties calculated with the ωB97M-V functional and the def2-TZVPD basis.

Atoms and positions in Å:
S: -9.585 -1.230 -1.275
S: 6.450 -3.657 0.320
P: -7.779 -1.879 -0.816
F: -4.630 -2.103 0.633
O: 1.592 -0.963 -2.350
O: -1.849 -0.397 1.476
O: 5.279 -3.517 1.159
O: -3.267 4.472 0.506
O: 7.288 -2.529 -0.025
O: 7.385 -4.849 0.920
N: 2.051 1.275 -1.290
N: -2.370 2.141 1.159
N: -8.023 4.092 -0.761
C: 8.239 -4.558 2.017
C: -1.248 2.665 2.029
C: -2.619 0.648 1.140
C: 7.464 -4.495 3.321
C: -4.148 0.594 0.507
C: -7.027 1.115 -0.817
C: -6.519 3.975 -0.902
C: -3.368 3.140 0.609
C: 5.969 -4.483 -1.176
C: 0.242 2.889 -0.291
C: -6.589 -0.426 -0.433
C: -4.597 2.155 0.155
C: 0.253 2.505 1.309
C: 3.237 -0.924 -0.256
C: 2.712 1.794 -2.567
C: 0.567 1.573 -1.270
C: 2.222 -0.251 -1.398
C: -6.064 2.444 -0.518
C: -5.099 -0.738 0.256
H: 8.145 -4.400 4.171
H: -1.408 3.759 2.433
H: 2.664 2.967 -2.658
H: -0.746 3.396 -0.660
H: 6.785 -3.638 3.334
H: 8.972 -5.369 2.077
H: -6.043 4.688 -0.076
H: -8.092 1.273 -1.327
H: 6.853 -5.394 3.453
H: -6.127 4.330 -1.958
H: 3.491 -2.028 -0.602
H: 1.114 3.688 -0.458
H: 5.250 -3.847 -1.697
H: 2.305 1.251 -3.548
H: 8.796 -3.632 1.842
H: 0.004 0.638 -0.793
H: 0.942 3.286 1.892
H: 0.713 1.443 1.484
H: 5.503 -5.437 -0.919
H: -7.252 -2.520 -2.026
H: -7.781 -2.878 0.231
H: 2.717 -0.891 0.795
H: 4.202 -0.234 -0.202
H: 6.853 -4.636 -1.796
H: -8.319 5.044 -1.114
H: 0.159 1.762 -2.366
H: 3.872 1.529 -2.490
H: -8.530 3.419 -1.377
H: -1.210 1.955 2.984

Output
**HOMO**: -9.00 eV
**Max |F|**: 8.8 eV Å⁻¹
**Charge**: 0
**Calculated total energy**: -70589.922 eV
**Lowest unoccupied orbital energy**: -2.04 eV

natural (NBO) analysis output, partial charges in e: atom 1 (S): -0.59, atom 2 (S): 2.35, atom 3 (P): 0.80, atom 4 (F): -0.33, atom 5 (O): -0.59, atom 6 (O): -0.53, atom 7 (O): -0.92, atom 8 (O): -0.55, atom 9 (O): -0.92, atom 10 (O): -0.71, atom 11 (N): -0.55, atom 12 (N): -0.53, atom 13 (N): -0.84, atom 14 (C): -0.08, atom 15 (C): -0.24, atom 16 (C): 0.69, atom 17 (C): -0.64, atom 18 (C): -0.15, atom 19 (C): -0.16, atom 20 (C): -0.27, atom 21 (C): 0.69, atom 22 (C): -0.88, atom 23 (C): -0.43, atom 24 (C): -0.41, atom 25 (C): -0.09, atom 26 (C): -0.42, atom 27 (C): -0.72, atom 28 (C): -0.45, atom 29 (C): -0.23, atom 30 (C): 0.73, atom 31 (C): 0.05, atom 32 (C): 0.45, atom 33 (H): 0.22, atom 34 (H): 0.25, atom 35 (H): 0.22, atom 36 (H): 0.22, atom 37 (H): 0.23, atom 38 (H): 0.19, atom 39 (H): 0.24, atom 40 (H): 0.28, atom 41 (H): 0.22, atom 42 (H): 0.21, atom 43 (H): 0.24, atom 44 (H): 0.22, atom 45 (H): 0.26, atom 46 (H): 0.21, atom 47 (H): 0.20, atom 48 (H): 0.22, atom 49 (H): 0.22, atom 50 (H): 0.23, atom 51 (H): 0.26, atom 52 (H): 0.02, atom 53 (H): 0.03, atom 54 (H): 0.25, atom 55 (H): 0.25, atom 56 (H): 0.25, atom 57 (H): 0.37, atom 58 (H): 0.20, atom 59 (H): 0.21, atom 60 (H): 0.35, atom 61 (H): 0.22

Below is a structure of composition C4H6O4 at a distorted geometry, with properties calculated with the ωB97M-V functional and the def2-TZVPD basis.

Atoms and positions in Å:
O: -0.520 -1.199 1.983
O: -0.587 1.210 -0.720
O: -2.288 -0.283 0.025
O: 0.335 -0.736 -1.521
C: 0.250 0.110 -0.445
C: 1.587 0.505 0.118
C: -1.472 0.653 0.201
C: -0.614 -1.155 0.810
H: 2.225 -0.373 0.209
H: 1.452 0.954 1.100
H: -0.125 -0.348 -2.278
H: -0.714 -1.925 0.046
H: 2.072 1.219 -0.550
H: -1.600 1.368 1.022

Output
**HOMO**: -9.09 eV
**Max |F|**: 2.8 eV Å⁻¹
**Charge**: 0
**Calculated total energy**: -12431.687 eV
**Energy above the lowest of the compared OMol25 structures with the same formula, charge and spin**: 432.7 kJ/mol
**Lowest unoccupied orbital energy**: 0.72 eV

natural (NBO) analysis output, partial charges in e: atom 1 (O): -0.52, atom 2 (O): -0.53, atom 3 (O): -0.59, atom 4 (O): -0.72, atom 5 (C): 0.45, atom 6 (C): -0.66, atom 7 (C): 0.59, atom 8 (C): 0.44, atom 9 (H): 0.23, atom 10 (H): 0.23, atom 11 (H): 0.50, atom 12 (H): 0.19, atom 13 (H): 0.23, atom 14 (H): 0.16

Below is a structure of composition C38H43N15OS2Se2Sr, with properties calculated with the ωB97M-V functional and the def2-TZVPD basis.

Atoms and positions in Å:
Sr: 0.599 -0.306 -1.051
Se: -3.314 -2.707 -1.370
Se: -0.069 -3.410 -2.813
S: -1.841 -2.942 1.839
S: 2.007 -0.951 2.432
O: 1.240 -0.301 1.322
N: -2.076 -0.490 2.766
N: 2.808 0.338 -4.977
N: 2.102 -0.365 -3.062
N: -4.855 0.083 -1.593
N: 2.029 0.625 -3.995
N: 2.287 -2.248 -0.837
N: -6.403 1.908 -0.970
N: 2.533 -2.884 0.339
N: -3.945 -1.304 1.705
N: -1.575 0.161 -2.325
N: 3.528 -3.691 0.196
N: -8.142 1.574 0.764
N: 3.368 -2.420 -2.992
N: 3.998 -3.632 -1.063
N: 3.435 -0.838 -4.756
C: -2.539 -4.483 -1.637
C: 0.706 4.181 0.437
C: 3.214 -2.741 -1.659
C: -2.548 3.185 -5.068
C: -4.605 -0.008 1.841
C: -1.906 3.516 -3.889
C: 3.046 -1.687 6.757
C: -2.527 0.900 2.771
C: -0.223 2.194 -0.719
C: 2.366 -1.353 5.595
C: -2.680 -1.501 2.102
C: -4.176 -2.628 -3.112
C: 3.784 -0.683 2.122
C: -7.317 1.684 -0.051
C: -2.775 1.852 -5.366
C: -2.414 0.905 -4.431
C: 0.426 2.823 0.361
C: -5.605 0.921 -1.284
C: -0.641 3.062 -1.760
C: 4.810 1.580 2.517
C: 3.348 0.834 5.653
C: -1.023 -4.575 -1.584
C: -0.273 4.419 -1.733
C: -1.442 2.580 -2.950
C: 2.515 -0.089 5.027
C: -1.797 1.242 -3.225
C: 4.021 0.503 6.820
C: 4.127 0.703 1.677
C: 5.094 2.873 2.102
C: -0.792 -4.074 -4.491
C: 0.382 4.979 -0.648
C: 4.034 2.432 -0.009
C: 2.974 -1.226 -3.577
C: -3.575 1.100 1.697
C: 4.694 3.305 0.844
C: 3.767 1.136 0.403
C: 1.797 0.273 3.761
C: 3.876 -0.761 7.373
H: 4.901 4.318 0.524
H: 0.645 6.032 -0.665
H: 5.626 3.547 2.764
H: 4.262 -0.956 3.066
H: 5.117 1.243 3.500
H: -2.064 0.343 -1.448
H: 1.202 4.602 1.307
H: -4.871 -3.458 -3.222
H: -3.256 1.553 -6.290
H: 3.716 2.753 -0.992
H: 4.156 -2.859 -3.436
H: 4.664 1.234 7.295
H: -3.429 -2.659 -3.906
H: -1.110 -0.693 2.958
H: -3.116 1.034 0.710
H: -1.977 -0.690 -2.703
H: -0.718 -5.605 -1.782
H: -0.628 -4.296 -0.606
H: 4.407 -1.024 8.279
H: 0.716 0.289 3.913
H: -0.680 -5.156 -4.536
H: 3.295 0.442 -0.280
H: 4.037 -1.441 1.382
H: -5.388 0.057 1.091
H: 2.925 -2.676 7.180
H: -4.709 -1.680 -3.139
H: 3.466 1.818 5.216
H: 2.093 1.245 3.364
H: -2.868 3.969 -5.744
H: -4.254 -1.931 0.975
H: -4.043 2.079 1.795
H: -2.968 -5.146 -0.885
H: 0.759 2.202 1.194
H: -0.193 -3.620 -5.279
H: 1.721 -2.084 5.120
H: -1.766 4.566 -3.690
H: -1.664 1.545 2.596
H: -2.895 -4.808 -2.615
H: -5.083 0.056 2.825
H: -2.940 1.151 3.755
H: -0.457 5.072 -2.574
H: -1.836 -3.801 -4.633
H: -2.631 -0.142 -4.612

Output
**HOMO**: -2.75 eV
**Max |F|**: 0.4 eV Å⁻¹
**Charge**: -2
**Calculated total energy**: -217704.835 eV
**Energy above the lowest of the compared OMol25 structures with the same formula, charge and spin**: 119.0 kJ/mol
**Lowest unoccupied orbital energy**: 3.45 eV

Mulliken atomic charge list, values in e, 99 entries: atom 1 (Sr): 1.18, atom 2 (Se): 0.06, atom 3 (Se): 0.37, atom 4 (S): -0.41, atom 5 (S): -0.02, atom 6 (O): 0.00, atom 7 (N): -0.17, atom 8 (N): -0.73, atom 9 (N): 0.35, atom 10 (N): -0.46, atom 11 (N): -0.49, atom 12 (N): 0.58, atom 13 (N): -0.79, atom 14 (N): -0.40, atom 15 (N): 0.02, atom 16 (N): 1.27, atom 17 (N): -0.72, atom 18 (N): -0.68, atom 19 (N): -0.04, atom 20 (N): -0.62, atom 21 (N): -0.57, atom 22 (C): -0.92, atom 23 (C): -0.47, atom 24 (C): 0.17, atom 25 (C): -0.87, atom 26 (C): -0.95, atom 27 (C): -1.18, atom 28 (C): -0.76, atom 29 (C): -0.44, atom 30 (C): -0.41, atom 31 (C): -0.22, atom 32 (C): 0.30, atom 33 (C): -0.85, atom 34 (C): -0.85, atom 35 (C): 0.61, atom 36 (C): -0.63, atom 37 (C): -0.75, atom 38 (C): -0.30, atom 39 (C): 0.44, atom 40 (C): 2.01, atom 41 (C): -0.20, atom 42 (C): -0.34, atom 43 (C): -0.63, atom 44 (C): -0.91, atom 45 (C): 0.30, atom 46 (C): -0.06, atom 47 (C): 0.95, atom 48 (C): -0.67, atom 49 (C): -0.55, atom 50 (C): -0.77, atom 51 (C): -1.15, atom 52 (C): -0.98, atom 53 (C): -0.69, atom 54 (C): 0.04, atom 55 (C): 0.14, atom 56 (C): -0.49, atom 57 (C): 0.48, atom 58 (C): -0.54, atom 59 (C): -0.38, atom 60 (H): 0.39, atom 61 (H): 0.32, atom 62 (H): 0.38, atom 63 (H): 0.65, atom 64 (H): 0.55, atom 65 (H): -0.47, atom 66 (H): 0.43, atom 67 (H): 0.37, atom 68 (H): 0.37, atom 69 (H): 0.45, atom 70 (H): 0.26, atom 71 (H): 0.38, atom 72 (H): -0.03, atom 73 (H): -0.04, atom 74 (H): -0.49, atom 75 (H): -0.56, atom 76 (H): 0.52, atom 77 (H): 0.15, atom 78 (H): 0.37, atom 79 (H): 0.67, atom 80 (H): 0.34, atom 81 (H): 0.54, atom 82 (H): 0.40, atom 83 (H): 0.49, atom 84 (H): 0.38, atom 85 (H): 0.36, atom 86 (H): 0.49, atom 87 (H): 0.25, atom 88 (H): 0.35, atom 89 (H): 0.27, atom 90 (H): 0.50, atom 91 (H): 0.42, atom 92 (H): 0.25, atom 93 (H): 0.32, atom 94 (H): 0.48, atom 95 (H): 0.28, atom 96 (H): 0.18, atom 97 (H): 0.42, atom 98 (H): 0.18, atom 99 (H): 0.38

Below is an isolated molecule of C5H10O, with properties calculated with the ωB97M-V functional and the def2-TZVPD basis.

Atoms and positions in Å:
O: 2.462 0.545 0.207
C: -0.491 1.129 -0.204
C: -1.805 0.333 -0.367
C: 0.292 -0.189 -0.391
C: 1.481 -0.429 0.511
C: -1.011 -0.965 -0.094
H: 3.223 0.392 0.777
H: -2.183 0.370 -1.393
H: 1.154 -0.351 1.562
H: -1.069 -1.262 0.961
H: 0.599 -0.313 -1.436
H: -1.236 -1.838 -0.714
H: -2.626 0.571 0.316
H: 1.870 -1.450 0.362
H: -0.291 1.938 -0.912
H: -0.369 1.519 0.813

Output
**HOMO**: -10.23 eV
**Max |F|**: 0.5 eV Å⁻¹
**Charge**: 0
**Calculated total energy**: -7393.720 eV
**Energy above the lowest of the compared OMol25 structures with the same formula, charge and spin**: 100.9 kJ/mol
**Lowest unoccupied orbital energy**: 1.00 eV

natural (NBO) analysis output, partial charges in e: atom 1 (O): -0.72, atom 2 (C): -0.39, atom 3 (C): -0.40, atom 4 (C): -0.23, atom 5 (C): -0.05, atom 6 (C): -0.40, atom 7 (H): 0.47, atom 8 (H): 0.20, atom 9 (H): 0.15, atom 10 (H): 0.20, atom 11 (H): 0.20, atom 12 (H): 0.20, atom 13 (H): 0.20, atom 14 (H): 0.16, atom 15 (H): 0.21, atom 16 (H): 0.20

Below is a structure of composition N2O6 at a distorted geometry, with properties calculated with the ωB97M-V functional and the def2-TZVPD basis.

Atoms and positions in Å:
O: -2.392 0.341 1.033
O: 0.515 0.497 -1.001
O: 1.981 0.495 0.274
O: 1.795 -1.169 -0.986
O: -0.940 1.007 -0.135
O: -0.944 -1.099 0.694
N: 1.334 -0.131 -0.415
N: -1.347 0.059 0.536

Output
**HOMO**: 2.35 eV
**Max |F|**: 13.6 eV Å⁻¹
**Charge**: -2
**Calculated total energy**: -15252.534 eV
**Energy above the lowest of the compared OMol25 structures with the same formula, charge and spin**: 764.2 kJ/mol
**Lowest unoccupied orbital energy**: 7.43 eV

natural (NBO) analysis output, partial charges in e: atom 1 (O): -0.61, atom 2 (O): -0.45, atom 3 (O): -0.59, atom 4 (O): -0.73, atom 5 (O): -0.45, atom 6 (O): -0.57, atom 7 (N): 0.70, atom 8 (N): 0.71